No. 1
Here is a single C6H6 molecule from the OMol25 dataset. Energies are from ωB97M-V with the def2-TZVPD basis set.

CARTESIAN COORDINATES (ANGSTROEM)
C1 -1.385923 -1.171903 0.151942
C2 1.123687 -0.894170 -0.250993
C3 -0.402412 1.069348 -0.029405
C4 -2.173958 -1.761841 0.851038
C5 -0.252939 2.347628 0.268246
C6 -0.315175 -0.241949 -0.100894
H1 1.670969 -0.347863 0.578352
H2 0.021899 2.576528 1.265037
H3 -3.116147 -2.185805 1.067540
H4 0.907966 -1.939648 -0.003908
H5 1.638328 -0.781765 -1.208352
H6 -0.375316 3.227530 -0.367751

Atomic forces in eV per Å
C 0.44 1.22 1.16
C -1.21 1.10 1.51
C 0.04 0.75 0.24
C -0.52 -0.04 -1.19
C -0.37 -0.97 -1.00
C 1.31 -0.20 -1.04
H -0.07 -1.13 -1.08
H 0.12 0.18 1.04
H -0.17 -0.47 0.50
H 0.80 0.15 -0.07
H -0.34 0.05 0.14
H -0.03 -0.63 -0.21

Total energy, a.u.: -232.06751
HOMO, eV: -9.00
Energy above the lowest of the compared OMol25 structures with the same formula, charge and spin, kJ/mol: 417.0
LUMO energy, eV: 0.876
Frontier orbital gap, eV: 9.88
SMILES string: C#CC(C)=C=C

No. 2
Here is C31H34ClN2O5PS2SeTl as an isolated structure from the OMol25 dataset. Energies are from ωB97M-V with the def2-TZVPD basis set.

CARTESIAN COORDINATES (ANGSTROEM)
Tl1 -1.303199 0.686658 1.065902
Se1 -2.275199 3.048004 1.766377
Cl1 1.528659 -6.009160 -0.533466
S1 4.072881 1.528315 1.960624
S2 0.912405 0.586492 2.353131
P1 2.453334 0.942887 1.074637
O1 -1.097006 1.021374 -1.238099
O2 1.923178 1.889452 -0.087706
O3 1.311952 -0.774196 -3.193113
O4 -1.389521 -0.331885 -3.031410
O5 2.528337 -0.407104 0.234906
N1 -5.358344 4.474476 -1.525647
N2 -2.137024 -0.047950 3.478745
C1 1.329352 -1.957732 -2.532619
C2 1.442912 4.036957 1.094265
C3 3.603759 -0.964738 -0.586351
C4 2.338013 -2.865906 -4.656743
C5 -4.428181 3.552479 -1.814522
C6 -1.698880 -0.235426 5.814501
C7 -3.484346 3.069932 -0.912882
C8 0.923820 -3.357756 -0.612934
C9 -3.933859 -3.513247 0.695172
C10 -2.798059 -1.857094 2.045189
C11 0.815137 0.339393 -2.460785
C12 -2.783118 -1.679657 -0.366959
C13 -3.496510 3.561346 0.389640
C14 -2.409289 -1.187391 0.878823
C15 -4.460289 4.517414 0.709301
C16 -2.319746 -2.161833 4.527971
C17 3.178384 3.881574 -0.754331
C18 0.870259 -2.114601 -1.233701
C19 -3.534978 -2.849878 -0.457828
C20 1.869925 3.352481 -0.192663
C21 -1.785421 0.498998 4.647085
C22 1.916368 -4.278414 -2.597727
C23 -1.963689 -1.595475 5.741359
C24 -2.413118 -1.347374 3.401763
C25 4.643264 -1.652903 0.273226
C26 4.185465 0.063380 -1.546625
C27 -0.689378 0.300059 -2.244151
C28 -5.350550 4.936590 -0.267933
C29 1.863023 -3.043796 -3.232677
C30 1.447360 -4.432145 -1.299732
C31 -3.571229 -3.013859 1.939475
H1 1.327099 0.441481 -1.512430
H2 3.412019 0.457151 -2.214153
H3 4.165267 -2.379505 0.935973
H4 3.978448 3.797948 -0.016616
H5 2.208905 3.921293 1.865507
H6 -3.919554 -3.517136 2.836863
H7 -4.515929 4.927945 1.711118
H8 5.344319 -2.184485 -0.378976
H9 3.049771 4.935315 -1.026989
H10 -6.107640 5.680316 -0.025399
H11 -3.809770 -3.235050 -1.437392
H12 3.019481 -3.671490 -4.940482
H13 -2.767160 2.318384 -1.229199
H14 1.298825 5.103913 0.895234
H15 -1.566794 1.563342 4.632082
H16 -1.874893 -2.218443 6.624315
H17 5.189966 -0.934125 0.879054
H18 3.080234 -1.722221 -1.153948
H19 1.491062 -2.872769 -5.351261
H20 1.092593 3.498575 -0.933840
H21 -2.502623 -1.156438 -1.277319
H22 0.467791 -1.277018 -0.677492
H23 -4.537131 -4.412205 0.630185
H24 4.965129 -0.408140 -2.154755
H25 0.552634 -3.474682 0.399734
H26 1.037823 1.211065 -3.065661
H27 2.844614 -1.907651 -4.787682
H28 4.633285 0.895308 -0.992783
H29 -4.431242 3.171665 -2.834756
H30 3.467670 3.322116 -1.649488
H31 -1.415091 0.241237 6.744645
H32 2.341208 -5.131131 -3.119803
H33 -2.496656 -3.226723 4.446526
H34 0.499464 3.633453 1.467696

Atomic forces in eV per Å
Tl -0.32 0.20 -0.14
Se 0.14 -0.15 -0.20
Cl 0.00 0.16 -0.09
S 0.12 0.00 0.02
S -0.13 0.04 0.15
P 0.06 0.02 -0.13
O 0.32 -0.46 -0.54
O 0.05 0.86 -0.10
O 0.08 0.02 0.00
O 0.14 0.29 0.49
O 0.45 -0.33 0.10
N 0.28 -0.14 0.26
N 0.20 0.28 0.44
C -0.35 0.01 -0.22
C 0.13 -0.13 0.10
C 0.20 0.37 0.13
C -0.04 -0.04 0.13
C -0.13 0.18 0.15
C 0.00 0.02 0.03
C -0.11 -0.02 -0.07
C -0.11 0.14 0.09
C 0.04 0.07 0.02
C 0.04 -0.11 0.14
C 0.01 -0.17 -0.03
C -0.09 -0.09 0.02
C -0.05 -0.04 -0.02
C 0.06 0.11 0.06
C -0.04 0.05 -0.08
C -0.01 -0.11 0.16
C 0.06 -0.07 0.03
C -0.62 -0.31 0.10
C 0.03 0.00 -0.04
C 0.04 -0.26 0.18
C -0.13 -0.17 -0.30
C 0.14 -0.04 -0.07
C -0.02 -0.14 -0.06
C -0.03 0.08 -0.35
C -0.01 -0.01 0.11
C -0.03 0.17 0.11
C -0.62 0.16 0.06
C 0.05 -0.14 -0.22
C 0.04 -0.17 -0.20
C 0.10 -0.05 -0.08
C -0.04 -0.07 -0.01
H -0.04 0.02 -0.09
H 0.20 -0.09 0.12
H 0.03 0.07 -0.07
H -0.03 0.00 -0.03
H -0.04 0.03 -0.05
H 0.04 0.02 -0.09
H -0.02 -0.01 -0.05
H -0.07 0.04 0.07
H 0.03 -0.13 0.04
H 0.07 -0.07 -0.04
H 0.03 0.06 0.15
H -0.07 0.05 0.03
H -0.05 0.10 0.02
H 0.03 -0.11 0.00
H -0.02 -0.08 -0.05
H -0.02 0.02 -0.04
H 0.06 0.03 0.04
H 0.17 -0.03 0.00
H 0.06 0.03 0.09
H -0.24 -0.06 -0.16
H -0.01 -0.07 0.11
H 0.03 -0.22 -0.09
H 0.04 0.05 0.00
H -0.12 0.02 0.07
H 0.04 0.03 -0.10
H 0.07 0.20 -0.13
H -0.02 -0.08 0.05
H -0.01 -0.10 -0.07
H -0.01 0.05 0.14
H -0.06 0.07 0.09
H -0.01 -0.04 -0.06
H -0.07 0.08 0.05
H 0.01 0.06 0.03
H 0.12 0.05 -0.10

Total energy, a.u.: -5859.46546
HOMO, eV: -5.55
Net charge: -1
Energy above the lowest of the compared OMol25 structures with the same formula, charge and spin, kJ/mol: 0.0
LUMO energy, eV: 2.334
Frontier orbital gap, eV: 7.88